# 1
Computed, not measured: 2 unconnected molecules or ions with the total composition C2H7O3SSi at a distorted geometry, with ωB97M-V/def2-TZVPD.

Last column: Löwdin charge in e.
CARTESIAN COORDINATES (ANGSTROEM)
1 C -2.23057 0.58093 -0.66085  -0.21
2 C 0.71329 -0.98629 2.21777  -0.16
3 O 3.41740 -0.12914 -1.02439  -0.64
4 O 1.36497 1.21870 -1.91052  -0.58
5 O -1.01968 1.09490 -1.07293  -0.30
6 Si 0.38552 0.23933 -0.99025  0.35
7 S 2.49619 0.95792 -0.64015  0.70
8 H -2.86710 0.40541 -1.53633  0.08
9 H -2.72793 1.30094 -0.00291  0.08
10 H -2.10078 -0.36126 -0.12717  0.06
11 H 0.37073 -2.01261 2.17354  -0.13
12 H 1.77240 -0.89275 2.38997  -0.11
13 H 0.11196 -0.38175 2.88437  -0.13
14 H 0.31358 -1.03434 -1.70013  -0.01

Force components x, y, z for each atom (eV/Å):
-0.962 -0.312 0.226
-0.783 0.324 -1.213
0.651 -0.294 -0.196
0.499 0.420 -0.592
0.878 0.207 -0.010
1.210 0.476 1.033
-1.243 -0.123 0.090
-0.077 -0.007 0.095
-0.044 -0.142 0.012
-0.188 -0.102 0.197
-0.009 -0.243 0.067
0.387 0.075 -0.067
-0.105 0.145 0.199
-0.213 -0.424 0.158

Output
Energy above the lowest of the compared OMol25 structures with the same formula, charge and spin (kJ/mol): 408.73
Charge: -1
Orbital gap (spin up / spin down) (hartree): 0.2093 / 0.2087
HOMO level (spin up / spin down) (eV): -2.10 / -2.08
M (u): 139.228

# 2
Computed, not measured: 3 unconnected molecules or ions with the total composition C2H12NO2S2 at a distorted geometry, with ωB97M-V/def2-TZVPD.

Last column: Löwdin charge in e.
CARTESIAN COORDINATES (ANGSTROEM)
1 N 0.42567 -0.85033 1.03323  0.17
2 C 0.81116 0.60968 0.97760  -0.20
3 C -0.18743 1.35560 0.08594  -0.58
4 S 0.10748 3.10452 0.33798  0.45
5 S -0.99832 4.10070 -1.04357  0.36
6 H 0.77262 -1.38455 0.22323  0.14
7 H -2.70089 -1.53675 -0.05764  0.09
8 H 0.72492 -1.32734 1.87439  0.16
9 H 1.72832 0.57733 0.40313  0.13
10 H 0.76433 1.03887 1.95548  0.11
11 H 0.04581 1.13208 -0.95576  0.08
12 H -1.22774 1.04046 0.16278  0.07
13 H -0.26087 3.95433 -2.15639  -0.18
14 H 2.29598 -2.88410 -1.35899  0.04
15 H 1.82501 -2.44349 -2.71171  0.05
16 O 1.54072 -2.48053 -1.79327  -0.05
17 H -2.78466 -1.72699 1.38450  0.07
18 H -0.60848 -1.03980 0.88199  0.10
19 O -2.27364 -1.23970 0.75707  -0.01

Force components x, y, z for each atom (eV/Å):
-1.042 -0.742 -0.893
-1.200 -0.676 -1.783
-0.143 -0.557 -1.209
0.370 0.574 0.342
-0.489 -0.145 -0.043
0.600 0.311 0.079
0.264 0.305 -0.352
0.143 -0.033 0.232
0.650 0.638 0.890
0.677 -0.030 0.684
0.195 -0.023 -0.108
-0.077 0.215 0.742
0.271 -0.046 0.086
0.130 -0.210 0.104
-0.199 0.125 -0.173
0.049 0.173 0.337
-0.434 -0.402 1.265
0.213 0.513 0.772
0.019 0.011 -0.971

Output
Energy above the lowest of the compared OMol25 structures with the same formula, charge and spin (kJ/mol): 38.69
Charge: +1
Orbital gap (hartree): 0.3281
HOMO level (eV): -12.15
M (u): 146.257

# 3
Computed, not measured: 2 unconnected molecules or ions with the total composition C12H17N at a distorted geometry, with ωB97M-V/def2-TZVPD.

Last column: Löwdin charge in e.
CARTESIAN COORDINATES (ANGSTROEM)
1 C 0.45599 -2.23755 2.47433  -0.32
2 C 1.21657 -2.02455 1.15578  -0.11
3 C -0.15918 -3.64074 2.55407  -0.13
4 H 1.09070 -2.09829 3.34999  0.10
5 H -0.35706 -1.51705 2.61347  0.09
6 H 0.54705 -2.39894 0.37386  0.07
7 H 2.09724 -2.65750 1.06406  0.08
8 H -0.86132 -3.76258 3.37828  0.07
9 H -0.78589 -3.82112 1.66426  0.07
10 H 1.34098 -0.96022 1.03102  0.02
11 H 0.62253 -4.39547 2.58745  0.07
12 C -2.22552 1.46287 -3.03975  -0.04
13 C 0.05724 1.08475 -0.10575  -0.20
14 C -0.23318 1.63249 -1.35674  -0.15
15 C -1.49446 1.08997 -1.79032  -0.23
16 C -1.89228 0.26830 -0.80904  -0.07
17 C 1.27818 1.42109 0.52234  -0.04
18 C 2.03190 2.40496 -0.04072  -0.10
19 C 1.67363 3.06891 -1.23148  -0.09
20 C 0.59062 2.60783 -1.93085  -0.03
21 N -1.00505 0.26388 0.24697  0.09
22 H 1.54084 0.85867 1.40636  0.10
23 H 2.96358 2.68370 0.43736  0.10
24 H -0.97290 -0.56034 0.82351  0.11
25 H 2.25439 3.89065 -1.62800  0.10
26 H -2.77990 -0.33577 -0.71089  0.12
27 H 0.25318 2.93168 -2.90832  0.10
28 H -1.87013 2.42231 -3.41338  0.07
29 H -3.29692 1.58359 -2.87825  0.08
30 H -2.08082 0.73445 -3.83961  0.08

Force components x, y, z for each atom (eV/Å):
-0.139 -0.734 0.355
-1.407 -0.569 0.480
-0.471 0.280 -0.571
0.214 0.119 -0.046
0.093 0.157 -0.254
0.065 0.300 -0.231
0.319 0.445 0.246
0.322 0.000 0.322
0.366 -0.029 0.072
0.765 -0.167 -0.434
-0.064 -0.188 0.077
-0.017 0.077 -0.138
0.648 0.033 0.041
-0.208 0.127 0.013
0.000 0.456 -0.544
-0.633 -0.582 0.433
-1.487 -0.896 0.102
0.849 0.729 0.023
-0.011 -0.370 -0.239
-0.894 -0.277 -0.091
0.429 -0.052 -0.170
0.374 0.484 0.225
-0.037 0.036 0.055
0.332 0.283 0.304
0.217 -0.122 0.100
-0.116 0.037 -0.175
0.447 0.545 0.009
0.044 0.035 -0.037
0.000 -0.144 0.068
-0.002 -0.016 0.005

Output
Energy above the lowest of the compared OMol25 structures with the same formula, charge and spin (kJ/mol): 54.15
Charge: 0
Orbital gap (hartree): 0.3242
HOMO level (eV): -7.92
M (u): 175.275

# 4
Computed, not measured: 3 unconnected molecules or ions with the total composition C3H7N3 at a distorted geometry, with ωB97M-V/def2-TZVPD.

Last column: Löwdin charge in e.
CARTESIAN COORDINATES (ANGSTROEM)
1 C -1.70228 -0.93818 -0.01616  -0.05
2 C 1.14548 0.02200 -0.00291  -0.39
3 N 2.01762 1.04935 0.00742  0.08
4 C -1.09832 0.38109 0.01092  -0.38
5 N -0.76900 1.51436 0.01141  0.12
6 N 1.32163 -1.22052 -0.01748  0.04
7 H 1.67694 1.99414 0.01829  0.07
8 H 3.02008 0.89833 -0.00003  0.09
9 H 2.29323 -1.55649 -0.00472  0.04
10 H -2.38154 1.62634 0.05826  0.13
11 H -2.31914 -1.03662 -0.90998  0.09
12 H -2.32130 -1.06968 0.87198  0.09
13 H -0.88341 -1.66411 -0.02698  0.06

Force components x, y, z for each atom (eV/Å):
-0.152 0.079 0.058
0.038 -0.973 -0.045
-0.110 0.201 0.016
3.149 -0.503 -0.141
-2.862 0.228 0.112
0.113 -0.215 0.037
-0.003 -0.040 0.001
-0.251 -0.026 0.001
-0.096 0.148 -0.021
0.140 1.032 -0.017
0.024 0.028 0.013
0.012 0.009 -0.013
-0.002 0.032 -0.002

Output
Energy above the lowest of the compared OMol25 structures with the same formula, charge and spin (kJ/mol): 563.70
Charge: 0
Orbital gap (spin up / spin down) (hartree): 0.2730 / 0.2969
HOMO level (spin up / spin down) (eV): -7.26 / -7.62
M (u): 85.110

> Which of these has the highest energy above the lowest of the compared OMol25 structures with the same formula, charge and spin?

C3H7N3

Copy entry 2 word for word.
Computed, not measured: 3 unconnected molecules or ions with the total composition C2H12NO2S2 at a distorted geometry, with ωB97M-V/def2-TZVPD.

Last column: Löwdin charge in e.
CARTESIAN COORDINATES (ANGSTROEM)
1 N 0.42567 -0.85033 1.03323  0.17
2 C 0.81116 0.60968 0.97760  -0.20
3 C -0.18743 1.35560 0.08594  -0.58
4 S 0.10748 3.10452 0.33798  0.45
5 S -0.99832 4.10070 -1.04357  0.36
6 H 0.77262 -1.38455 0.22323  0.14
7 H -2.70089 -1.53675 -0.05764  0.09
8 H 0.72492 -1.32734 1.87439  0.16
9 H 1.72832 0.57733 0.40313  0.13
10 H 0.76433 1.03887 1.95548  0.11
11 H 0.04581 1.13208 -0.95576  0.08
12 H -1.22774 1.04046 0.16278  0.07
13 H -0.26087 3.95433 -2.15639  -0.18
14 H 2.29598 -2.88410 -1.35899  0.04
15 H 1.82501 -2.44349 -2.71171  0.05
16 O 1.54072 -2.48053 -1.79327  -0.05
17 H -2.78466 -1.72699 1.38450  0.07
18 H -0.60848 -1.03980 0.88199  0.10
19 O -2.27364 -1.23970 0.75707  -0.01

Force components x, y, z for each atom (eV/Å):
-1.042 -0.742 -0.893
-1.200 -0.676 -1.783
-0.143 -0.557 -1.209
0.370 0.574 0.342
-0.489 -0.145 -0.043
0.600 0.311 0.079
0.264 0.305 -0.352
0.143 -0.033 0.232
0.650 0.638 0.890
0.677 -0.030 0.684
0.195 -0.023 -0.108
-0.077 0.215 0.742
0.271 -0.046 0.086
0.130 -0.210 0.104
-0.199 0.125 -0.173
0.049 0.173 0.337
-0.434 -0.402 1.265
0.213 0.513 0.772
0.019 0.011 -0.971

Output
Energy above the lowest of the compared OMol25 structures with the same formula, charge and spin (kJ/mol): 38.69
Charge: +1
Orbital gap (hartree): 0.3281
HOMO level (eV): -12.15
M (u): 146.257